Entry 1:
Density functional theory data (wB97M-V/def2-TZVPD) for 10 unconnected molecules or ions with the total composition C14H40F2N9O18P.

Atoms and positions in Å:
C 1.074 1.620 0.481
N 0.922 2.755 1.429
O 0.760 2.508 2.604
O 0.937 3.880 0.963
H 1.035 0.699 1.048
H 0.255 1.692 -0.224
H 2.024 1.732 -0.030
C -0.263 0.250 4.859
N -0.089 -0.820 3.844
O -0.172 -0.515 2.665
O 0.130 -1.939 4.248
H -0.445 1.182 4.338
H -1.105 -0.037 5.482
H 0.650 0.287 5.443
C 1.774 1.007 -3.592
N 1.796 -0.146 -4.533
O 2.875 -0.615 -4.838
O 0.724 -0.553 -4.926
H 2.797 1.244 -3.324
H 1.286 1.833 -4.100
H 1.193 0.702 -2.728
C -1.237 5.538 -1.639
N -0.845 4.599 -2.723
O -0.707 5.031 -3.844
O -0.686 3.434 -2.410
H -1.344 6.525 -2.073
H -2.172 5.181 -1.218
H -0.448 5.513 -0.893
C -2.212 4.405 2.463
N -3.521 4.626 1.782
O -4.507 4.124 2.267
O -3.523 5.326 0.782
H -2.377 3.794 3.341
H -1.552 3.915 1.755
H -1.820 5.383 2.722
C 3.321 -1.485 8.457
N 2.360 -1.028 7.415
O 1.292 -0.583 7.780
O 2.718 -1.123 6.260
H 2.865 -1.335 9.427
H 3.527 -2.533 8.266
H 4.224 -0.896 8.340
C 0.219 -6.166 -7.129
N 0.248 -7.035 -5.920
O -0.544 -7.949 -5.852
O 1.067 -6.752 -5.070
H -0.557 -6.528 -7.790
H 0.020 -5.153 -6.789
H 1.200 -6.221 -7.589
C -3.453 9.330 -0.783
N -2.095 9.128 -1.361
O -1.987 9.106 -2.568
O -1.183 8.973 -0.575
H -4.155 9.441 -1.599
H -3.676 8.456 -0.177
H -3.411 10.220 -0.164
C -2.996 -2.784 3.019
N -3.365 -2.817 4.456
O -4.089 -3.705 4.842
O -2.904 -1.940 5.154
H -3.481 -3.618 2.534
H -3.335 -1.834 2.617
H -1.913 -2.852 2.964
F -2.242 -3.867 -2.045
C -1.228 -4.487 -1.309
C -0.265 -5.148 -2.252
C 0.497 -4.177 -3.139
P 2.040 -3.447 -2.319
C 3.666 -2.724 -1.567
C 3.548 -1.699 -0.453
F 2.550 -0.733 -0.717
H -0.757 -3.719 -0.697
H -1.697 -5.223 -0.665
H 0.450 -5.737 -1.672
H -0.853 -5.823 -2.874
H 0.891 -4.739 -3.983
H -0.139 -3.391 -3.548
H 2.320 -2.768 -3.542
H 1.270 -2.947 -1.233
H 2.532 -4.765 -2.157
H 4.254 -3.553 -1.173
H 4.212 -2.249 -2.383
H 4.478 -1.137 -0.382
H 3.352 -2.143 0.522

Properties
Total energy, Eh: -2944.68224
Structure (SMILES): C[N+](=O)[O-].C[N+](=O)[O-].C[N+](=O)[O-].C[N+](=O)[O-].C[N+](=O)[O-].C[N+](=O)[O-].C[N+](=O)[O-].C[N+](=O)[O-].C[N+](=O)[O-].FCCC[PH3]CCF
2S+1: 1
Gap between HOMO and LUMO, Eh: 0.2949

Entry 2:
Density functional theory data (wB97M-V/def2-TZVPD) for C3H2N2 in the gas phase.

Atoms and positions in Å:
N -2.105 -1.088 0.009
C -1.264 -0.292 -0.062
C -0.039 0.524 0.022
C 1.188 -0.373 -0.075
N 2.195 -1.007 0.005
H -0.055 1.206 -0.866
H 0.081 1.029 0.969

Properties
Total energy, Eh: -224.98564
Energy relative to the best compared isomer or geometry (same formula, charge and spin), kJ/mol: 30.3
Structure (SMILES): N#CCC#N
2S+1: 1
Gap between HOMO and LUMO, Eh: 0.4656

Entry 3:
Density functional theory data (wB97M-V/def2-TZVPD) for 8 unconnected molecules or ions with the total composition C38H50N2O22.

Atoms and positions in Å:
O -3.421 0.785 3.391
C -4.315 1.371 3.900
C -5.342 0.736 4.677
C -6.240 1.470 5.289
O -7.077 0.975 6.136
C -6.289 2.991 5.175
O -7.136 3.592 5.816
C -5.354 3.616 4.259
C -4.467 2.861 3.636
O -3.491 3.385 2.890
H -5.323 -0.345 4.752
H -7.418 1.744 6.655
H -5.221 4.679 4.081
H -2.859 2.613 2.714
O -3.460 0.741 -4.610
C -3.103 -0.224 -5.234
C -3.738 -1.513 -5.185
C -3.371 -2.476 -5.974
O -3.842 -3.736 -5.834
C -2.314 -2.265 -7.051
O -2.104 -3.168 -7.824
C -1.617 -1.009 -7.017
C -1.946 -0.087 -6.201
O -1.315 1.009 -6.162
H -4.494 -1.692 -4.426
H -3.217 -4.387 -6.217
H -0.751 -0.884 -7.665
H -1.623 1.513 -5.380
O -1.906 3.729 -0.019
C -1.415 4.710 0.410
C -2.165 5.976 0.558
C -1.602 7.064 1.082
O -2.282 8.150 1.212
C -0.142 7.091 1.482
O 0.367 8.118 1.894
C 0.559 5.776 1.430
C 0.039 4.695 0.873
O 0.610 3.547 1.021
H -3.235 5.985 0.376
H -1.761 8.835 1.660
H 1.600 5.827 1.765
H -0.044 2.782 0.825
O 1.778 3.865 7.412
C 1.676 3.128 6.450
C 0.452 3.085 5.635
C 0.419 2.440 4.505
O -0.603 2.482 3.753
C 1.563 1.507 4.096
O 1.465 0.847 3.069
C 2.761 1.525 4.914
C 2.817 2.221 6.039
O 3.825 2.117 6.869
H -0.371 3.684 5.999
H -0.399 2.002 2.880
H 3.581 0.844 4.692
H 3.688 2.690 7.643
C -1.283 -5.264 0.553
N -1.367 -5.363 -0.895
C -1.497 -4.137 -1.605
C -1.444 -6.585 -1.555
O -1.344 -7.648 -1.039
H -2.159 -4.708 0.920
H -0.411 -4.678 0.846
H -1.295 -6.268 0.951
H -1.376 -4.268 -2.674
H -2.497 -3.691 -1.464
H -0.779 -3.401 -1.240
H -1.621 -6.460 -2.631
C -1.190 -0.372 -1.938
N -0.602 0.089 -0.687
C 0.827 0.385 -0.710
C -1.390 0.579 0.297
O -0.982 1.278 1.254
H -2.141 0.103 -2.143
H -1.213 -1.459 -1.946
H -0.475 -0.080 -2.710
H 1.149 0.605 0.308
H 1.389 -0.523 -0.960
H 1.056 1.219 -1.372
H -2.457 0.372 0.155
C 3.678 0.067 -3.525
O 3.629 -0.949 -2.564
C 2.474 -1.779 -2.654
C 2.738 -3.125 -3.282
O 1.882 -4.085 -2.715
C 1.292 -4.909 -3.671
H 2.772 0.689 -3.463
H 3.794 -0.325 -4.543
H 4.521 0.719 -3.306
H 1.590 -1.232 -3.060
H 2.079 -1.973 -1.628
H 3.777 -3.370 -2.989
H 2.716 -3.074 -4.379
H 0.746 -4.311 -4.404
H 0.658 -5.644 -3.185
H 2.059 -5.506 -4.202
C 6.541 -1.904 -1.536
O 6.449 -0.983 -0.545
C 5.971 -1.539 0.587
C 4.575 -2.025 0.346
O 3.962 -2.526 1.442
C 3.561 -1.527 2.343
H 7.399 -2.578 -1.387
H 6.572 -1.375 -2.481
H 5.669 -2.572 -1.636
H 6.001 -0.764 1.350
H 6.646 -2.341 0.927
H 4.594 -2.810 -0.404
H 4.037 -1.166 -0.099
H 3.121 -0.684 1.817
H 4.383 -1.216 3.006
H 2.792 -1.932 3.006

Properties
Total energy, Eh: -3242.58519
Energy relative to the best compared isomer or geometry (same formula, charge and spin), kJ/mol: 0.0
Structure (SMILES): O=C1C=C(O)C(=O)C=C1O.O=C1C=C(O)C(=O)C=C1O.O=C1C=C(O)C(=O)C=C1O.O=C1C=C(O)C(=O)C=C1O.CN(C)C=O.CN(C)C=O.COCCOC.COCCOC
2S+1: 1
Gap between HOMO and LUMO, Eh: 0.2747

Please write out number 2 again, unchanged.
Density functional theory data (wB97M-V/def2-TZVPD) for C3H2N2 in the gas phase.

Atoms and positions in Å:
N -2.105 -1.088 0.009
C -1.264 -0.292 -0.062
C -0.039 0.524 0.022
C 1.188 -0.373 -0.075
N 2.195 -1.007 0.005
H -0.055 1.206 -0.866
H 0.081 1.029 0.969

Properties
Total energy, Eh: -224.98564
Energy relative to the best compared isomer or geometry (same formula, charge and spin), kJ/mol: 30.3
Structure (SMILES): N#CCC#N
2S+1: 1
Gap between HOMO and LUMO, Eh: 0.4656

- Which value of gap between HOMO and LUMO does entry 3 give?
  0.2747 Eh